1.
C8H22BN3O2 | ωB97M-V/def2-TZVPD

The geometry in XYZ format:
```
36
Properties=species:S:1:pos:R:3:forces:R:3
C -5.590 -0.329 0.859 0.2677 0.0204 -0.1177
N -4.500 0.595 0.624 -0.0339 0.0834 0.0007
C -4.393 1.887 1.028 0.0345 -0.0647 -0.0431
C -5.540 2.463 1.827 0.0148 0.0471 0.0127
O -3.406 2.550 0.752 -0.0110 0.0415 0.0172
H -5.235 -1.201 1.409 -0.0749 -0.0191 0.0289
H -6.009 -0.669 -0.090 -0.0749 -0.0194 0.0337
H -6.380 0.144 1.433 -0.0180 0.0116 0.0132
H -3.699 0.265 0.099 0.1223 -0.1188 -0.0085
H -5.305 3.494 2.071 0.0531 0.0065 -0.0254
H -6.465 2.439 1.250 -0.0374 -0.0350 0.0528
H -5.686 1.905 2.753 -0.0717 -0.0125 -0.0133
C 5.867 0.955 -1.411 0.0832 -0.2660 -0.0518
N 5.822 -0.346 -0.772 -0.0337 0.1248 0.0171
C 5.280 -0.677 0.431 -0.0107 -0.1290 0.0042
C 4.635 0.431 1.230 -0.0079 -0.0026 0.0037
O 5.316 -1.827 0.832 -0.0324 0.0261 0.0122
H 5.351 0.925 -2.372 -0.0141 0.0794 0.0018
H 6.902 1.258 -1.583 -0.0206 0.0791 -0.0016
H 5.390 1.703 -0.787 -0.0133 0.0086 0.0216
H 6.234 -1.129 -1.255 0.0020 -0.0026 -0.0048
H 4.251 0.013 2.154 0.0212 -0.0728 -0.0083
H 5.363 1.208 1.467 -0.0555 0.0634 -0.0289
H 3.808 0.872 0.672 0.0265 0.0800 0.0173
C 1.396 -1.217 -0.791 -0.6931 -0.0555 -0.3310
B 0.254 -2.040 -1.485 -0.1307 -0.0182 0.2409
C -1.212 -2.005 -0.883 0.6172 -0.0649 -0.3271
N -1.741 -0.624 -1.009 -0.3083 -0.0238 0.0235
H 1.007 -0.654 0.056 0.2054 0.0796 0.1724
H 1.784 -0.521 -1.538 0.3082 0.0567 0.0660
H 2.207 -1.867 -0.464 0.1647 0.0119 -0.0276
H 0.453 -2.641 -2.500 0.1278 0.0313 -0.0420
H -1.193 -2.297 0.168 -0.1981 -0.0118 0.1209
H -1.874 -2.674 -1.426 -0.2498 -0.0566 0.1610
H -2.054 -0.463 -1.959 0.1090 0.1056 -0.0037
H -1.038 0.074 -0.791 -0.0677 0.0164 0.0129
```
Positions in Å, forces in eV/Å.

Properties
Highest occupied orbital energy = -9.1 eV
Calculated total energy = -17894.5827 eV
Kohn-Sham gap = 9.7 eV
Lowest unoccupied orbital energy = 0.58 eV

=====

2.
C21H27Cl2FN7OPbS3Sb | ωB97M-V/def2-TZVPD

The geometry in XYZ format:
```
64
Properties=species:S:1:pos:R:3:forces:R:3
Pb -0.739 -1.536 -0.974 -0.1205 0.1199 0.1213
S 0.471 1.398 -4.754 -0.7699 -1.0144 -0.1001
Sb -0.723 -0.424 -4.134 0.1325 0.2423 0.9033
S -2.446 -0.050 -2.599 0.3687 0.0177 -1.1191
S -0.073 -2.574 -3.520 -0.4639 0.7670 -0.9686
Cl 2.400 -3.310 -0.400 0.1528 -0.1059 -0.1162
C 1.485 -4.600 -1.192 0.5196 0.0304 -0.1984
Cl -0.198 -4.565 -0.678 -0.3838 -0.6475 0.0453
H 1.916 -5.560 -0.909 -0.1107 0.1829 -0.0920
H 1.508 -4.426 -2.268 0.0674 -0.1138 0.2211
C 3.282 3.385 -3.806 0.1632 0.0919 0.1360
C 3.646 3.499 -2.331 -0.1260 -0.3018 0.0357
C 2.496 4.107 -1.533 0.2999 0.0025 -0.0870
C 4.088 2.133 -1.766 0.6598 0.9053 -0.0588
N 3.079 1.118 -1.874 -1.2047 -0.2916 0.7002
C 1.952 0.935 -1.171 0.1352 -0.1391 -0.2463
N 1.350 -0.135 -1.646 -0.0425 0.5201 0.5254
N 2.124 -0.586 -2.636 -0.0402 -0.7226 -0.2268
N 3.138 0.145 -2.773 1.1888 0.1060 -0.7785
H 3.103 4.372 -4.220 -0.0510 0.1527 -0.0998
H 2.377 2.795 -3.952 0.0520 -0.0100 0.0764
H 4.085 2.921 -4.370 0.0934 -0.0793 -0.1601
H 4.520 4.151 -2.225 -0.0267 -0.1080 -0.0012
H 1.570 3.567 -1.710 -0.1792 -0.0834 -0.0222
H 2.340 5.133 -1.849 -0.0886 0.1341 -0.0110
H 2.714 4.113 -0.467 -0.0259 0.0354 0.1851
H 4.359 2.232 -0.711 0.0363 -0.0709 -0.1162
H 4.948 1.765 -2.331 -0.0928 -0.0206 0.1650
H 1.604 1.542 -0.365 -0.0419 0.2233 0.2108
N 0.533 -1.517 6.783 0.0189 0.0455 0.5156
C 0.507 -1.602 5.643 0.0466 0.0115 0.2584
C 0.451 -1.706 4.230 -0.0674 -0.1178 -0.9630
C 0.964 -0.694 3.418 -0.0293 -0.1348 0.0743
C 0.850 -0.832 2.047 0.0360 0.1000 0.2828
N 0.238 -1.859 1.471 0.2018 -0.1289 0.3485
C -0.212 -2.837 2.247 0.0280 -0.0854 0.1659
C -0.123 -2.824 3.626 0.1999 0.2502 0.0878
H 1.437 0.172 3.851 0.0647 0.0606 0.0381
H 1.259 -0.093 1.379 -0.0157 0.1760 0.0037
H -0.659 -3.675 1.739 -0.0510 -0.1195 0.0044
H -0.484 -3.650 4.219 -0.0710 -0.0277 0.0184
C -1.276 2.637 -1.136 0.0771 -0.0548 -0.0864
C -1.360 1.864 0.148 -0.0472 0.5233 0.0529
N -1.977 2.493 1.155 -0.1901 0.0813 0.3077
O -0.886 0.742 0.323 0.2054 -0.2827 -0.0926
H -0.991 3.671 -0.954 0.0362 0.0793 0.0786
H -2.253 2.631 -1.617 0.0159 0.0125 -0.0582
H -0.568 2.168 -1.814 -0.0460 0.0185 -0.0477
H -2.385 3.406 1.051 0.0460 -0.0022 -0.0433
H -2.073 2.020 2.040 -0.0228 -0.0223 -0.0241
F -4.136 -0.031 4.420 -0.0246 -0.0918 -0.1375
C -3.948 -0.686 3.265 0.1211 -0.0534 -0.2103
C -4.185 -0.020 2.065 -0.0334 0.0121 0.4005
C -3.960 -0.676 0.882 0.1587 -0.3095 -0.0166
C -3.480 -2.012 0.863 -0.0468 0.2008 0.3997
C -3.217 -2.651 -0.361 -0.6787 -0.3644 0.1668
C -3.271 -2.655 2.110 -0.1995 0.1913 -0.2884
C -3.508 -2.005 3.297 -0.0649 0.2741 0.1551
H -4.553 0.994 2.088 -0.0735 0.0960 0.0090
H -4.145 -0.181 -0.058 -0.0423 0.0944 -0.1203
H -3.671 -2.256 -1.254 0.1745 0.1459 -0.2956
H -2.976 -3.700 -0.374 0.1608 -0.2369 0.0156
H -2.954 -3.687 2.122 0.0225 -0.1223 -0.0122
H -3.360 -2.489 4.250 -0.0113 -0.0413 0.0893
```
Positions in Å, forces in eV/Å.

Properties
Highest occupied orbital energy (spin up / spin down) = -10.2 / -11.2 eV
Energy relative to the best compared isomer or geometry (same formula, charge and spin) = 38.2 kcal per mole
Calculated total energy = -106740.2822 eV
Kohn-Sham gap (spin up / spin down) = 5.3 / 6.3 eV
Charge = +1
Lowest unoccupied orbital energy (spin up / spin down) = -4.91 / -4.91 eV
2S+1 = 2

=====

3.
C12H6FeNO5 | ωB97M-V/def2-TZVPD

The geometry in XYZ format:
```
25
Properties=species:S:1:pos:R:3:forces:R:3
O -0.202 5.992 0.189 0.5038 -1.2594 0.0697
C 0.202 4.935 0.250 -0.5088 1.2340 -0.0689
Fe 0.681 -0.059 0.409 0.6122 -0.7922 -3.0178
C -0.486 -1.834 -0.554 0.1407 -3.0116 1.3452
O -0.355 -2.958 -0.141 0.2586 2.8943 -0.5349
C -1.330 -0.848 -2.691 0.7945 2.5399 0.2542
O -1.114 0.162 -3.246 -0.6005 -2.3753 0.8671
C 2.069 -0.898 -0.452 4.3193 -0.2154 -1.8242
O 3.092 -1.229 -0.897 -3.8607 0.7261 1.5413
C -1.691 -1.578 -1.466 -1.5104 -0.1767 -2.2172
O -2.749 -2.202 -1.411 1.1525 0.6504 0.5735
H 1.924 0.758 0.773 -0.1533 -0.1724 0.0344
N -0.037 -0.383 2.014 -1.2949 0.6440 5.7729
C -0.056 -0.197 3.182 0.6530 -0.4749 -3.4710
C 0.058 -0.060 4.566 -0.1787 0.4027 1.2831
C -0.082 -1.237 5.320 -0.1705 -0.0150 0.0788
C -0.128 -1.152 6.709 0.1210 -0.2507 -0.6199
C 0.004 0.078 7.341 -0.0696 -0.1622 -0.5223
C 0.174 1.239 6.595 0.1901 0.4291 -0.7482
C 0.225 1.202 5.202 -0.3210 -0.7956 -0.0145
H -0.169 -2.191 4.788 -0.0588 0.3361 0.3949
H -0.276 -2.067 7.260 0.0702 0.0381 0.2123
H -0.026 0.136 8.411 -0.0509 0.0196 0.3287
H 0.259 2.201 7.087 0.0729 -0.1225 0.0199
H 0.371 2.089 4.590 -0.1108 -0.0902 0.2630
```
Positions in Å, forces in eV/Å.

Properties
Highest occupied orbital energy (spin up / spin down) = -12.3 / -13.1 eV
Energy relative to the best compared isomer or geometry (same formula, charge and spin) = 14.8 kcal per mole
Calculated total energy = -58642.1466 eV
Kohn-Sham gap (spin up / spin down) = 7.4 / 7.2 eV
Charge = +1
Lowest unoccupied orbital energy (spin up / spin down) = -4.97 / -5.95 eV
2S+1 = 5